This record from the OMol25 dataset describes a cluster of 2 separate species, C23H25ClF6NO4 in total in a non-equilibrium geometry. The level of theory is wB97M-V/def2-TZVPD.

The geometry in ORCA input format:
```
! RIJCOSX wB97M-V def2-TZVPD def2/J DEFGRID3
* xyz 1 1
C 3.671 0.116 -2.366
C 2.707 1.289 -2.328
C 2.449 1.881 -0.917
Cl 3.937 2.074 0.043
C 1.489 0.988 -0.187
N 1.992 -0.093 0.391
C 1.254 -0.968 1.072
C 1.986 -2.170 1.653
O 2.008 -2.405 2.836
C 2.731 -3.032 0.591
F 3.983 -2.571 0.490
F 2.134 -2.793 -0.599
C 2.676 -4.552 0.872
F 1.680 -4.870 1.689
F 3.823 -4.889 1.465
C 2.553 -5.430 -0.405
F 2.928 -6.665 -0.029
F 3.409 -5.046 -1.358
C 1.098 -5.545 -0.926
O 0.246 -4.720 -0.685
O 0.842 -6.659 -1.624
C -0.050 -0.766 1.207
C -0.612 0.331 0.622
C 0.139 1.204 -0.091
C -0.469 2.402 -0.780
C -1.929 2.162 -1.237
C -2.227 2.922 -2.546
O -2.267 2.086 -3.669
C -0.991 1.801 -4.202
H 4.607 0.299 -1.850
H 3.914 -0.117 -3.397
H 3.222 -0.787 -1.967
H 1.737 0.905 -2.644
H 2.972 2.092 -3.005
H 2.010 2.859 -1.007
H 2.995 -0.242 0.297
H 1.656 -6.976 -2.042
H -0.628 -1.476 1.773
H -1.671 0.483 0.723
H 0.101 2.534 -1.693
H -0.372 3.308 -0.189
H -2.126 1.102 -1.351
H -2.571 2.578 -0.463
H -3.193 3.411 -2.479
H -1.477 3.712 -2.642
H -1.078 1.496 -5.238
H -0.545 0.991 -3.619
H -0.347 2.681 -4.180
C -2.903 1.827 3.416
C -3.165 2.059 4.759
C -4.461 2.325 5.174
C -5.496 2.350 4.249
C -5.235 2.115 2.907
C -3.938 1.857 2.490
H -1.889 1.623 3.091
H -2.359 2.033 5.481
H -4.666 2.511 6.220
H -6.508 2.553 4.576
H -6.043 2.134 2.187
H -3.735 1.679 1.439
*
```

Values from the calculation:
E_HOMO (eV): -11.562
Kohn-Sham gap (eV): 7.040
Relative energy (zero: lowest compared OMol25 entry of this formula, charge and spin) (eV): 0.0000
Electronic energy (hartree): -2306.263403

Atomic partial charges in e from the Mulliken method, atoms 1 to 8: C -1.3318; C -0.0848; C -0.4816; Cl -0.1258; C -0.4336; N 0.1839; C 0.3095; C -0.3916